[1]
The following is a DFT calculation (wB97M-V/def2-TZVPD) of C23H37F6I2N7O2PSSbY as an isolated structure.

## Properties
LUMO level (alpha / beta) ... -4.93 / -8.42 eV
⟨S²⟩ ... 0.774
Kohn-Sham gap (alpha / beta) ... 8.662 / 5.227 eV
Energy relative to the best compared isomer or geometry (same formula, charge and spin) ... 44.3 kJ/mol
HOMO energy (alpha / beta) ... -0.4995 / -0.5014 Eh
Molar mass ... 1085.10 g mol⁻¹

Geometry as ORCA input:
```
! wB97M-V def2-TZVPD RIJCOSX def2/J DEFGRID3
* xyz 2 2
Y 0.182 0.135 0.751
I -0.530 -7.729 1.395
C -0.601 -5.716 1.051
C -1.454 -5.214 0.053
C -1.490 -3.867 -0.171
I -2.719 -3.101 -1.643
C -0.645 -2.957 0.590
O -0.654 -1.731 0.334
C 0.203 -3.505 1.628
C 1.096 -2.623 2.473
N 0.518 -1.290 2.744
C -0.694 -1.381 3.591
C -1.677 -0.248 3.394
C -2.650 -0.037 4.356
C -3.607 0.939 4.150
C -3.562 1.685 2.981
C -2.563 1.422 2.073
N -1.629 0.472 2.263
C 0.204 -4.852 1.832
H -2.078 -5.883 -0.523
H 1.309 -3.149 3.406
H 2.050 -2.469 1.969
H 1.220 -0.771 3.265
H -1.219 -2.308 3.347
H -0.428 -1.439 4.648
H -2.653 -0.638 5.257
H -4.377 1.118 4.890
H -4.289 2.458 2.776
H -2.491 1.982 1.151
H 0.827 -5.271 2.613
C 1.942 2.948 -1.860
N 0.562 2.799 -2.336
C 0.401 3.052 -3.770
P -0.700 2.882 -1.320
O -0.400 2.027 -0.081
N -1.040 4.437 -0.957
C -2.143 4.700 -0.025
C 0.031 5.438 -0.869
N -2.089 2.349 -2.005
C -2.478 0.943 -2.014
C -2.841 3.150 -2.980
H 2.540 2.102 -2.199
H 1.980 2.994 -0.776
H 2.385 3.866 -2.253
H 1.147 2.468 -4.309
H 0.543 4.109 -4.016
H -0.578 2.736 -4.115
H -2.941 3.973 -0.166
H -2.552 5.691 -0.224
H -1.807 4.671 1.017
H 0.741 5.311 -1.679
H 0.563 5.395 0.086
H -0.411 6.428 -0.969
H -2.053 0.402 -1.172
H -2.170 0.434 -2.931
H -3.565 0.880 -1.929
H -2.465 4.168 -3.011
H -3.894 3.177 -2.695
H -2.771 2.712 -3.979
S 0.628 -0.607 -1.998
C 1.551 -2.033 -1.736
N 1.098 -3.207 -2.177
C 1.833 -4.473 -2.068
C 3.321 -4.182 -1.990
C 3.579 -3.172 -0.887
N 2.713 -2.001 -1.084
H 0.220 -3.175 -2.671
H 1.595 -5.079 -2.939
H 1.499 -5.017 -1.179
H 3.667 -3.783 -2.944
H 3.870 -5.100 -1.789
H 4.611 -2.831 -0.896
H 3.384 -3.618 0.093
H 3.045 -1.086 -0.816
F 2.340 0.698 0.155
Sb 3.277 1.400 1.774
F 1.379 1.516 2.248
F 3.230 3.154 1.231
F 4.805 1.022 0.821
F 3.728 1.722 3.522
F 3.096 -0.428 2.222
*
```

=====

[2]
The following is a DFT calculation (wB97M-V/def2-TZVPD) of C11H13MnNO6S as an isolated structure.

## Properties
LUMO level (alpha / beta) ... -5.44 / -4.94 eV
⟨S²⟩ ... 6.062
Kohn-Sham gap (alpha / beta) ... 8.093 / 8.669 eV
Energy relative to the best compared isomer or geometry (same formula, charge and spin) ... 35.6 kJ/mol
HOMO energy (alpha / beta) ... -0.4975 / -0.5002 Eh
Molar mass ... 342.23 g mol⁻¹

Geometry as ORCA input:
```
! wB97M-V def2-TZVPD RIJCOSX def2/J DEFGRID3
* xyz 1 5
Mn 1.319 -14.254 -1.178
O 2.216 -12.675 4.545
C 2.068 -13.027 3.258
C 2.928 -12.537 2.242
C 2.605 -12.919 0.927
N 1.664 -13.811 0.669
C 0.855 -14.241 1.622
C 1.056 -13.949 2.978
C -0.286 -15.090 1.069
O -1.036 -15.625 1.816
O -0.232 -15.116 -0.282
C 3.262 -12.430 -0.365
O 4.231 -11.734 -0.365
O 2.652 -12.874 -1.436
H 2.931 -12.012 4.678
H 3.800 -11.887 2.302
H 0.436 -14.435 3.714
C 0.164 -12.594 -4.098
C 0.269 -13.882 -4.907
S 0.536 -15.475 -4.063
O 1.237 -15.152 -2.761
C -1.206 -15.910 -3.696
C -1.425 -16.940 -2.563
H 0.194 -11.752 -4.791
H 1.055 -12.434 -3.442
H -0.762 -12.498 -3.504
H 1.128 -13.806 -5.588
H -0.612 -14.022 -5.550
H -1.689 -16.307 -4.600
H -1.662 -14.939 -3.465
H -1.133 -17.975 -2.877
H -2.464 -16.957 -2.273
H -0.830 -16.621 -1.672
*
```

=====

[3]
The following is a DFT calculation (wB97M-V/def2-TZVPD) of C19H25N2O6PbSi2Te as an isolated structure.

## Properties
LUMO level ... -5.33 eV
Kohn-Sham gap ... 5.927 eV
Energy relative to the best compared isomer or geometry (same formula, charge and spin) ... 56.1 kJ/mol
HOMO energy ... -0.4136 Eh
Molar mass ... 768.39 g mol⁻¹

Geometry as ORCA input:
```
! wB97M-V def2-TZVPD RIJCOSX def2/J DEFGRID3
* xyz 1 1
Pb -0.959 -1.193 -0.062
C 3.001 0.765 -0.600
Si 2.571 -0.864 0.267
C 2.829 -2.432 -0.770
C 2.754 -0.936 2.131
C 4.074 -0.877 2.599
C 4.338 -0.862 3.952
C 3.289 -0.899 4.857
C 1.989 -0.982 4.396
C 1.691 -1.005 3.040
Si -0.159 -1.025 2.549
C -0.967 -2.471 3.534
C -0.751 0.628 3.313
H 3.998 1.090 -0.308
H 2.313 1.565 -0.333
H 2.999 0.653 -1.684
H 3.898 -2.634 -0.835
H 2.468 -2.318 -1.793
H 2.367 -3.314 -0.330
H 4.894 -0.842 1.898
H 5.357 -0.809 4.301
H 3.483 -0.857 5.917
H 1.176 -1.021 5.102
H -0.811 -2.351 4.603
H -0.552 -3.437 3.259
H -2.043 -2.519 3.369
H -0.441 0.729 4.351
H -1.836 0.736 3.281
H -0.331 1.465 2.759
O -0.934 3.232 -0.359
C -0.778 2.091 -0.725
O -0.703 1.074 0.059
C -0.665 1.803 -2.218
C 0.079 0.733 -2.685
C 0.190 0.500 -4.051
C -0.472 1.302 -4.971
C -1.230 2.358 -4.486
C -1.309 2.635 -3.128
N -1.982 3.184 -5.433
O -1.776 2.989 -6.604
O -2.760 3.976 -4.965
N 1.001 -0.610 -4.493
O 1.088 -0.818 -5.673
O 1.543 -1.269 -3.619
H 0.603 0.082 -2.000
H -0.395 1.128 -6.035
H -1.863 3.492 -2.772
C -3.987 1.276 -0.030
Te -3.488 -0.385 1.242
C -4.965 -1.689 0.323
H -4.059 0.963 -1.065
H -3.205 2.016 0.081
H -4.930 1.698 0.300
H -5.957 -1.404 0.659
H -4.767 -2.708 0.641
H -4.918 -1.629 -0.760
*
```